A molecular structure, C47H50GeN7O7PtSSi in a non-equilibrium geometry, computed with ωB97M-V/def2-TZVPD.

Structure (XYZ):
```
115
Properties=species:S:1:pos:R:3:forces:R:3
Pt 0.155 -0.170 -1.142 -0.5 1.0 -1.3
N 0.870 -2.474 -4.777 0.2 0.1 0.0
C 0.641 -1.442 -3.899 0.2 0.0 0.0
S 1.693 -1.358 -2.490 0.0 -0.1 0.8
N -0.247 -0.566 -4.182 -0.4 0.2 -0.2
N -0.400 0.364 -3.194 0.0 -0.2 0.4
C -0.766 1.613 -3.461 0.0 -0.1 0.0
C -1.126 2.038 -4.837 0.0 -0.1 0.0
C -2.081 1.331 -5.570 -0.1 0.1 0.0
C -2.445 1.746 -6.843 0.0 0.0 0.1
C -1.849 2.864 -7.414 0.0 0.0 0.0
C -0.864 3.546 -6.713 0.0 0.0 0.0
C -0.503 3.133 -5.436 0.0 0.0 -0.1
C -0.771 2.501 -2.364 0.1 -0.2 0.1
C -1.307 3.809 -2.462 0.0 0.0 0.1
C -1.346 4.603 -1.362 0.0 0.0 0.0
C -0.854 4.114 -0.134 0.1 -0.2 0.0
C -0.331 2.840 -0.055 0.0 -0.1 -0.3
N -0.273 2.040 -1.152 0.0 -0.1 0.4
H 1.394 -3.256 -4.435 0.0 -0.1 0.1
H 0.149 -2.658 -5.452 -0.1 0.0 0.0
H -2.546 0.462 -5.123 0.0 0.0 0.0
H -3.204 1.198 -7.391 0.0 0.0 0.0
H -2.148 3.202 -8.401 0.0 0.0 0.0
H -0.374 4.404 -7.160 0.0 0.0 0.0
H 0.279 3.655 -4.897 0.0 0.0 0.0
H -1.701 4.143 -3.410 0.0 0.0 0.0
H -1.766 5.602 -1.417 0.0 0.0 0.0
H -0.909 4.726 0.741 0.0 0.2 0.2
H 0.920 1.489 1.010 0.2 -0.1 0.1
C 1.445 -0.902 3.401 0.0 0.1 0.1
Si -0.008 -1.979 2.962 0.2 0.3 0.5
C 0.438 -3.745 3.599 -0.1 -0.2 -0.4
C 0.137 -3.813 5.107 -0.1 0.1 -0.1
C -0.343 -4.900 2.933 0.0 0.1 0.1
C 1.953 -4.001 3.454 -0.1 0.0 0.0
C -1.607 -1.279 3.732 -0.2 0.0 0.1
C -2.826 -2.148 3.382 0.1 0.0 0.0
C -1.828 0.136 3.171 0.0 -0.1 -0.1
C -1.519 -1.133 5.265 0.0 0.0 -0.1
H 1.716 -0.991 4.459 0.0 0.0 -0.1
H 1.218 0.148 3.202 0.0 0.0 0.0
H 2.309 -1.191 2.794 -0.1 0.1 0.1
H -0.935 -3.894 5.298 0.1 0.0 0.0
H 0.521 -2.944 5.650 0.0 -0.1 0.0
H 0.619 -4.707 5.517 0.0 0.0 0.0
H -1.398 -4.652 2.771 0.1 -0.1 0.0
H -0.311 -5.785 3.583 0.0 0.1 -0.1
H 0.086 -5.192 1.978 0.0 0.0 -0.1
H 2.512 -3.402 4.179 0.0 0.0 -0.1
H 2.345 -3.769 2.466 0.0 0.0 0.0
H 2.161 -5.059 3.660 0.0 0.1 0.0
H -2.992 -2.195 2.301 0.0 0.0 0.1
H -3.729 -1.723 3.839 0.0 0.0 -0.1
H -2.714 -3.172 3.757 -0.1 0.1 0.0
H -1.870 0.152 2.079 0.0 0.0 0.2
H -1.030 0.808 3.500 -0.1 0.0 0.1
H -2.778 0.531 3.552 0.0 0.0 0.0
H -1.637 -2.082 5.783 0.0 0.1 0.0
H -2.327 -0.473 5.604 0.0 0.0 0.0
H -0.573 -0.679 5.578 -0.1 0.0 0.0
C 0.192 2.264 1.253 -0.3 0.2 -0.1
Ge 1.023 3.544 2.530 -0.2 0.2 -0.1
C 2.668 4.248 1.739 0.0 0.0 0.0
C 2.767 4.363 0.350 0.1 0.0 0.0
C 3.872 4.969 -0.235 0.0 0.0 0.1
C 4.897 5.465 0.562 0.0 0.0 0.0
C 4.815 5.353 1.944 0.0 0.0 0.0
C 3.706 4.752 2.527 0.0 0.0 -0.1
C 1.371 2.857 4.345 0.0 -0.2 -0.2
C 0.340 2.879 5.286 0.1 -0.1 0.0
C 0.539 2.406 6.577 0.0 0.0 -0.1
C 1.786 1.922 6.954 0.0 0.0 0.0
C 2.825 1.904 6.034 0.0 0.0 0.0
C 2.615 2.365 4.739 0.0 -0.1 -0.1
C -0.100 5.112 2.978 0.0 0.0 -0.1
C 0.507 6.361 3.117 -0.1 0.0 0.0
C -0.234 7.480 3.484 0.0 -0.1 0.0
C -1.597 7.364 3.717 0.0 0.0 0.0
C -2.219 6.130 3.574 0.0 0.0 0.0
C -1.475 5.015 3.212 0.1 0.0 0.0
H -0.633 1.748 1.755 0.2 0.1 -0.2
H 1.973 3.980 -0.283 0.1 0.0 0.0
H 3.933 5.061 -1.313 0.0 0.0 0.0
H 5.758 5.940 0.107 0.0 0.0 0.0
H 5.612 5.741 2.568 0.0 0.0 0.0
H 3.644 4.678 3.609 0.0 0.0 0.0
H -0.631 3.275 5.013 0.0 0.0 0.0
H -0.280 2.410 7.286 0.0 0.0 0.0
H 1.946 1.562 7.964 0.0 0.0 0.0
H 3.795 1.516 6.320 0.0 0.0 0.0
H 3.428 2.319 4.020 0.0 0.0 0.1
H 1.571 6.460 2.926 0.0 0.1 0.0
H 0.254 8.443 3.587 0.0 0.0 0.0
H -2.176 8.235 4.004 0.0 -0.1 0.0
H -3.286 6.037 3.741 0.0 0.0 0.0
H -1.977 4.059 3.086 0.0 0.1 0.0
O -2.146 -6.648 -1.649 0.2 -0.2 0.0
N -2.760 -5.625 -1.419 0.0 0.0 -0.1
O -3.956 -5.507 -1.578 -0.3 0.1 0.0
C -2.010 -4.475 -0.917 0.1 0.2 0.1
C -2.679 -3.300 -0.645 -0.2 -0.2 -0.2
C -1.974 -2.216 -0.138 0.3 0.3 -0.3
C -0.596 -2.354 0.232 -0.1 -1.1 1.3
O -0.134 -1.664 1.308 0.1 -0.1 -0.4
C 0.048 -3.548 -0.166 -0.5 0.4 -0.3
C -0.642 -4.593 -0.749 0.2 -0.3 -0.2
N 1.480 -3.721 0.018 0.0 -0.4 0.1
O 1.951 -4.829 -0.160 -0.1 -0.5 -0.2
O 2.150 -2.775 0.343 0.2 0.9 0.2
N -2.587 -0.985 -0.048 -0.2 0.0 0.0
O -1.839 0.089 0.017 0.5 -0.2 -0.3
O -3.839 -0.892 -0.083 0.2 0.0 0.0
H -3.735 -3.197 -0.842 0.0 0.0 0.1
H -0.118 -5.491 -1.032 0.0 0.0 0.0
```
Forces are in eV/Å.

Summary:
- Charge: -1
- <S²>: 6.06
- HOMO-LUMO gap (spin up / spin down): 0.1611 / 0.2323 Eh
- Spin multiplicity: 5
- E_LUMO (spin up / spin down): 1.454 / 1.172 eV

***

A molecular structure, C4H9N3O in a non-equilibrium geometry, computed with ωB97M-V/def2-TZVPD.

Structure (XYZ):
```
17
Properties=species:S:1:pos:R:3:forces:R:3
C 0.226 1.925 0.980 0.1 -0.3 0.2
C -0.059 -0.330 -1.494 -2.1 2.0 0.4
N 0.747 -1.847 1.075 -0.3 -0.1 1.1
N 0.193 -1.567 -1.926 -0.1 0.0 0.1
C -1.084 0.650 -0.784 0.7 -1.8 -1.4
C -0.763 0.864 0.596 0.7 -0.7 1.0
O 0.331 -0.583 0.646 0.3 0.8 -1.5
N -0.055 0.871 -1.861 0.6 0.2 -0.2
H 0.105 -2.190 1.791 0.1 -0.1 0.0
H 1.655 -1.714 1.521 -0.2 -0.1 0.2
H 0.247 -2.288 -1.222 0.2 0.0 0.1
H 0.759 -1.651 -2.758 0.0 0.0 0.2
H -2.122 0.563 -1.086 0.0 0.1 0.0
H -1.594 0.707 1.285 0.2 0.0 0.0
H -0.270 2.898 1.028 -0.1 0.0 -0.1
H 0.655 1.712 1.960 -0.1 0.1 0.0
H 1.028 1.981 0.248 -0.1 0.0 0.0
```
Forces are in eV/Å.

Summary:
- HOMO-LUMO gap: 0.3226 Eh
- E_LUMO: 0.772 eV

***

Which formula does entry 1 have? C47H50GeN7O7PtSSi